No. 1
{"formula": "C31H21BrN7OS2SeV", "method": "ωB97M-V/def2-TZVPD", "orbital_gap_ev": [6.31, 6.64], "multiplicity": 4, "largest_force_ha_per_bohr": 0.0130, "s_squared": 3.7622, "charge": 1, "energy_ev": -227711.7239, "elements": ["V", "Br", "C", "C", "C", "C", "O", "C", "C", "N", "C", "C", "C", "C", "C", "C", "C", "C", "N", "C", "C", "H", "H", "H", "H", "H", "H", "H", "H", "H", "H", "Se", "N", "C", "C", "C", "C", "C", "N", "C", "C", "N", "C", "C", "C", "C", "C", "N", "H", "H", "H", "H", "H", "H", "S", "C", "N", "C", "C", "S", "H", "H", "H", "H", "H"], "xyz": [[0.280, -0.438, 0.635], [4.199, 5.700, -1.261], [2.976, 4.339, -0.794], [1.632, 4.675, -0.539], [0.720, 3.714, -0.207], [1.095, 2.348, -0.107], [0.201, 1.478, 0.213], [2.456, 2.017, -0.374], [2.954, 0.687, -0.371], [2.273, -0.393, -0.115], [2.893, -1.666, -0.229], [4.097, -1.916, -0.837], [4.659, -3.209, -0.841], [4.014, -4.254, -0.249], [2.746, -4.050, 0.342], [2.009, -5.100, 0.937], [0.776, -4.847, 1.463], [0.271, -3.537, 1.387], [0.926, -2.534, 0.849], [2.170, -2.765, 0.327], [3.379, 3.040, -0.711], [1.328, 5.711, -0.609], [-0.315, 3.962, -0.015], [4.012, 0.600, -0.614], [4.640, -1.123, -1.332], [5.617, -3.360, -1.319], [4.450, -5.244, -0.238], [2.435, -6.095, 0.962], [0.180, -5.621, 1.922], [-0.714, -3.315, 1.782], [4.411, 2.778, -0.906], [-5.437, -2.228, 5.451], [-3.820, -1.498, 5.682], [-3.301, -1.340, 4.497], [-1.967, -0.790, 4.273], [-1.151, -0.327, 5.305], [0.100, 0.165, 4.996], [0.523, 0.147, 3.671], [-0.240, -0.300, 2.681], [-1.487, -0.722, 2.966], [-2.330, -1.108, 1.822], [-1.787, -0.958, 0.600], [-2.532, -1.244, -0.461], [-3.830, -1.737, -0.358], [-4.374, -1.937, 0.891], [-3.612, -1.614, 2.016], [-4.108, -1.761, 3.381], [-5.277, -2.261, 3.669], [-1.513, -0.358, 6.324], [0.759, 0.551, 5.760], [1.513, 0.488, 3.391], [-2.076, -1.081, -1.428], [-4.389, -1.943, -1.258], [-5.374, -2.327, 1.021], [-2.515, 1.986, -1.585], [-3.843, 2.597, -0.834], [-4.279, 3.861, -0.905], [-5.569, 4.197, -0.330], [-5.893, 3.097, 0.688], [-4.900, 1.655, 0.203], [-3.810, 4.477, -1.553], [-6.333, 4.250, -1.109], [-5.512, 5.168, 0.161], [-6.946, 2.832, 0.656], [-5.634, 3.400, 1.700]]}

=====

No. 2
{"formula": "C31H21CdF10N7O2S", "method": "ωB97M-V/def2-TZVPD", "orbital_gap_ev": 6.02, "largest_force_ha_per_bohr": 0.0336, "charge": -2, "energy_ev": -89588.0912, "elements": ["Cd", "O", "C", "C", "C", "C", "C", "C", "C", "O", "N", "N", "C", "C", "C", "C", "C", "C", "N", "H", "H", "H", "H", "H", "H", "H", "H", "H", "H", "C", "N", "C", "C", "N", "C", "C", "F", "C", "F", "C", "F", "C", "F", "C", "F", "C", "C", "N", "C", "C", "F", "C", "F", "C", "F", "C", "F", "C", "F", "H", "H", "H", "H", "H", "H", "H", "H", "H", "H", "H", "S", "C", "N"], "xyz": [[0.137, 0.271, -0.210], [-1.328, 4.557, 1.414], [-0.135, 4.769, 1.987], [0.190, 6.060, 2.405], [1.411, 6.317, 2.990], [2.332, 5.296, 3.178], [2.020, 4.013, 2.774], [0.791, 3.729, 2.188], [0.456, 2.354, 1.757], [-0.570, 2.156, 1.035], [1.208, 1.395, 2.270], [0.972, 0.167, 1.838], [1.068, -0.792, 2.689], [0.646, -2.137, 2.408], [0.214, -2.935, 3.486], [-0.282, -4.196, 3.244], [-0.298, -4.663, 1.935], [0.165, -3.811, 0.942], [0.599, -2.584, 1.149], [-1.322, 3.600, 1.131], [-0.529, 6.847, 2.235], [1.648, 7.324, 3.303], [3.289, 5.508, 3.634], [2.714, 3.196, 2.902], [1.299, -0.557, 3.733], [0.235, -2.532, 4.488], [-0.671, -4.805, 4.052], [-0.661, -5.653, 1.689], [0.183, -4.159, -0.086], [0.026, -2.153, -2.476], [-0.940, -1.198, -1.963], [-2.029, -1.902, -1.306], [-2.962, -0.991, -0.512], [-2.306, -0.434, 0.643], [-3.020, 0.364, 1.404], [-2.526, 0.761, 2.689], [-1.379, 0.186, 3.128], [-3.150, 1.627, 3.550], [-2.583, 1.912, 4.750], [-4.392, 2.174, 3.234], [-5.052, 3.000, 4.093], [-4.964, 1.783, 2.033], [-6.193, 2.255, 1.701], [-4.330, 0.912, 1.174], [-5.065, 0.590, 0.061], [-1.392, -0.327, -3.039], [-0.367, 0.769, -3.332], [-0.048, 1.527, -2.152], [-0.236, 2.828, -2.105], [-1.150, 3.648, -2.841], [-2.050, 3.093, -3.712], [-1.222, 5.016, -2.684], [-2.145, 5.716, -3.392], [-0.360, 5.695, -1.835], [-0.412, 7.049, -1.721], [0.583, 4.951, -1.122], [1.498, 5.600, -0.370], [0.616, 3.585, -1.242], [1.570, 2.882, -0.577], [-0.454, -2.889, -3.148], [0.805, -1.633, -3.025], [0.501, -2.668, -1.648], [-2.631, -2.459, -2.052], [-1.586, -2.621, -0.616], [-3.355, -0.207, -1.172], [-3.822, -1.610, -0.199], [-1.593, -0.905, -3.961], [-2.314, 0.172, -2.742], [0.576, 0.320, -3.677], [-0.750, 1.384, -4.154], [3.942, -0.315, -3.045], [2.890, -0.252, -1.842], [2.130, -0.271, -0.953]]}

=====

No. 3
{"formula": "C31H21Cl2N8O4SW", "method": "ωB97M-V/def2-TZVPD", "orbital_gap_ev": [4.34, 4.35], "largest_force_ha_per_bohr": 0.0586, "charge": 3, "energy_ev": -90275.1178, "elements": ["W", "Cl", "C", "C", "C", "N", "C", "O", "C", "C", "C", "C", "C", "N", "C", "C", "C", "Cl", "N", "C", "O", "C", "C", "C", "C", "C", "N", "H", "H", "H", "H", "H", "H", "H", "H", "H", "H", "N", "C", "S", "N", "N", "C", "C", "C", "C", "C", "C", "C", "C", "C", "C", "C", "C", "N", "H", "H", "H", "H", "H", "H", "H", "H", "H", "H", "H", "O", "O"], "xyz": [[-0.171, -0.468, -0.116], [0.169, -4.449, -6.154], [-0.248, -3.829, -4.637], [0.106, -2.549, -4.268], [-0.159, -2.078, -2.967], [0.113, -0.871, -2.472], [0.153, 0.247, -3.353], [1.126, 0.690, -3.890], [-1.239, 0.764, -3.435], [-1.646, 1.550, -4.503], [-2.996, 1.873, -4.589], [-3.861, 1.375, -3.626], [-3.342, 0.642, -2.562], [-2.051, 0.355, -2.439], [-0.865, -2.942, -2.026], [-1.280, -4.210, -2.436], [-0.968, -4.678, -3.703], [-1.413, -6.230, -4.168], [-1.054, -2.360, -0.819], [-2.001, -2.955, 0.070], [-3.002, -3.503, -0.285], [-1.511, -2.817, 1.467], [-2.156, -3.407, 2.543], [-1.536, -3.361, 3.788], [-0.282, -2.775, 3.880], [0.291, -2.198, 2.751], [-0.309, -2.195, 1.557], [0.629, -1.916, -4.968], [-0.919, 1.876, -5.233], [-3.356, 2.489, -5.398], [-4.923, 1.558, -3.680], [-3.980, 0.283, -1.766], [-1.846, -4.846, -1.772], [-3.114, -3.882, 2.392], [-2.013, -3.795, 4.655], [0.258, -2.750, 4.814], [1.265, -1.722, 2.798], [-2.815, 2.879, 1.027], [-2.030, 1.985, 0.447], [-2.563, 0.289, 0.475], [-0.959, 2.416, -0.178], [-0.056, 1.559, -0.692], [1.054, 2.092, -1.205], [1.131, 3.505, -1.521], [0.003, 4.126, -2.097], [0.041, 5.456, -2.448], [1.197, 6.204, -2.238], [2.310, 5.611, -1.652], [2.277, 4.284, -1.275], [2.165, 1.153, -1.400], [3.388, 1.547, -1.943], [4.438, 0.645, -2.012], [4.233, -0.657, -1.579], [2.973, -1.007, -1.116], [1.956, -0.143, -1.035], [-3.631, 2.598, 1.552], [-2.546, 3.854, 1.034], [-0.879, 3.539, -2.304], [-0.824, 5.915, -2.900], [1.230, 7.242, -2.528], [3.199, 6.194, -1.466], [3.100, 3.875, -0.709], [3.506, 2.549, -2.320], [5.396, 0.954, -2.406], [5.030, -1.385, -1.603], [2.751, -2.026, -0.808], [-0.196, 0.324, 1.538], [1.081, 0.005, 1.156]]}